Record 1
The following is a quantum chemistry calculation of a structure of composition C15H21O2S4Sr, from the OMol25 dataset.

Atoms and positions in Å:
Sr  0.20074  -0.52088  -0.15873
C  2.45671  1.37333  2.76171
C  1.41093  2.42716  2.41936
S  1.09261  2.43029  0.64607
C  -0.31190  3.54580  0.52027
C  -1.52251  3.20140  1.38418
S  -2.12665  1.51230  1.17914
C  -2.31079  1.02304  2.91045
C  -2.61044  -0.46537  3.02368
S  -1.42148  -1.56771  2.24979
C  -0.12476  -1.81236  3.48419
C  0.83093  -0.66092  3.78396
S  1.94629  -0.31303  2.40074
H  2.74011  1.46062  3.81159
H  3.37329  1.54129  2.19373
H  1.76068  3.41455  2.72626
H  0.49154  2.21859  2.96681
H  -0.57710  3.55540  -0.53894
H  0.00753  4.56375  0.74991
H  -2.31915  3.91028  1.15868
H  -1.28464  3.34299  2.43867
H  -3.12414  1.59099  3.36406
H  -1.39588  1.26868  3.44840
H  -3.56467  -0.69264  2.54394
H  -2.74284  -0.73983  4.07224
H  0.42070  -2.67908  3.10791
H  -0.60376  -2.12505  4.41352
H  1.43356  -0.93763  4.65081
H  0.28674  0.24423  4.05259
O  1.07943  -2.11613  -1.62251
C  1.17752  -2.95466  -0.66399
O  0.83460  -2.60261  0.51836
C  1.67822  -4.31925  -0.92797
C  1.75865  -5.25451  0.09851
C  2.22536  -6.53094  -0.16883
C  2.61172  -6.86838  -1.45914
C  2.53425  -5.93685  -2.48724
C  2.06632  -4.66095  -2.22298
H  1.45073  -4.96714  1.09459
H  2.28912  -7.26537  0.62295
H  2.97631  -7.86618  -1.66751
H  2.83726  -6.20611  -3.49013
H  1.99218  -3.91428  -3.00079

The net charge is +1. Its HOMO-LUMO gap is 8.657 eV. As for the electronic energy: -2358.0498 Ha.

Löwdin atomic charge list, values in e, 2 entries:
1 Sr 1.36
2 C -0.53

=====

Record 2
The following is a quantum chemistry calculation of a structure of composition C28H35F3N4O3P2SSn, from the OMol25 dataset.

Atoms and positions in Å:
Sn  0.52895  -2.60668  -3.76682
C  -0.57110  3.27927  -0.21376
C  -1.28418  2.77071  -1.22924
C  -0.95532  2.63102  -2.66754
C  0.40578  1.86619  -2.87632
C  1.48607  2.74170  -3.38118
C  1.96478  3.74947  -2.62772
C  1.11384  4.64825  -1.74926
C  0.61062  4.22376  -0.32673
C  1.16861  -3.67446  -1.84988
H  -0.93541  3.09164  0.81809
H  -2.32808  2.45820  -1.02058
H  -0.97548  3.55104  -3.27042
H  -1.74996  1.99846  -3.09521
H  0.66418  1.42218  -1.90958
H  0.18325  1.00192  -3.51636
H  1.90153  2.50100  -4.37580
H  3.07084  3.91374  -2.63038
H  0.24239  5.00932  -2.33956
H  1.77604  5.51488  -1.58234
H  1.43609  3.87440  0.28782
H  0.32951  5.15538  0.19727
H  0.34841  -4.21533  -1.34867
H  1.74459  -3.07911  -1.13734
H  1.85397  -4.46246  -2.19557
P  1.32108  -1.44094  -6.61724
P  -2.19154  -0.91171  -6.68439
N  2.51286  -0.19908  -6.81941
N  2.10209  -2.62585  -7.77905
N  -2.16222  0.83067  -7.14865
N  -3.70391  -1.29026  -7.52099
C  0.25640  -0.71754  -7.90669
C  -1.08303  -1.43359  -8.08966
C  3.59882  -0.01122  -5.94849
C  4.54300  0.80294  -6.57526
C  4.03662  1.11942  -7.88513
C  2.80447  0.49343  -8.00291
C  2.55510  -3.89388  -7.40461
C  2.85428  -4.63834  -8.54997
C  2.57594  -3.79802  -9.68006
C  2.18448  -2.56133  -9.17465
C  -1.95181  1.87078  -6.22836
C  -1.80066  3.08108  -6.91538
C  -1.90317  2.77892  -8.31927
C  -2.07829  1.40042  -8.42840
C  -4.46278  -0.61192  -8.48251
C  -5.54244  -1.39922  -8.84967
C  -5.41338  -2.64794  -8.15419
C  -4.26229  -2.57918  -7.39348
H  0.69339  -0.66277  -8.90454
H  0.10275  0.32772  -7.60976
H  -1.52854  -1.19009  -9.06813
H  -0.98166  -2.53008  -8.04491
H  3.57808  -0.46144  -4.96228
H  5.49181  1.14255  -6.15602
H  4.50937  1.72164  -8.66302
H  2.14209  0.52636  -8.85957
H  2.63321  -4.15442  -6.36148
H  3.20931  -5.66583  -8.58624
H  2.61076  -4.07622  -10.73136
H  1.95726  -1.68082  -9.75252
H  -1.95859  1.65535  -5.16294
H  -1.60097  4.05149  -6.46099
H  -1.85214  3.49357  -9.14011
H  -2.18500  0.79848  -9.32213
H  -4.19188  0.37032  -8.84678
H  -6.35027  -1.10572  -9.51455
H  -6.11493  -3.47769  -8.19484
H  -3.77861  -3.31764  -6.76494
F  -0.82126  -0.17528  0.56833
C  -0.88823  -1.52213  0.33532
F  0.36024  -2.00224  0.50739
F  -1.69528  -2.08013  1.25111
S  -1.44035  -1.79739  -1.45357
O  -2.58505  -0.93360  -1.52814
O  -0.31176  -1.22367  -2.30355
O  -1.59788  -3.23310  -1.68858

The net charge is +2. Its HOMO-LUMO gap (alpha / beta) is 2.499 / 2.532 eV. As for the electronic energy: -3126.6165 Ha.

Löwdin atomic charge list, values in e, 2 entries:
1 Sn 1.20
2 C -0.09

=====

Looking at energy relative to the best compared isomer or geometry (same formula, charge and spin) for the records above, in order, we have 13.5, 108.0 kJ/mol.